[1]
Below is 5 unconnected molecules or ions with the total composition C8H25O5S4 at a distorted geometry, with properties calculated with the ωB97M-V functional and the def2-TZVPD basis.

Last column: Löwdin charge in e.
Element x y z (Å)
O: -0.00345 0.75419 0.88371  -0.584
H: -0.85445 0.27719 0.91371  -0.186
C: -1.56445 2.48319 -1.66929  -0.295
S: -2.47845 2.48819 -0.17229  0.885
O: -3.39745 3.79619 -0.20329  -0.626
C: -3.76545 1.21619 -0.60129  -0.210
H: -1.23145 3.46619 -1.49329  0.016
H: -1.92445 2.36819 -2.59229  0.005
H: -0.59245 1.79919 -1.47029  0.087
H: -3.20545 0.30219 -0.82229  0.023
H: -3.98345 1.58019 -1.52129  -0.006
H: -4.50945 1.04319 0.10671  0.030
C: -1.42545 -2.50481 -0.64229  -0.218
S: 0.19355 -1.82881 -1.18929  0.806
O: 1.01555 -3.07981 -1.39829  -0.569
C: -0.40945 -1.26081 -2.69329  -0.328
H: -2.00945 -1.57881 -0.57229  0.020
H: -1.43345 -2.76081 0.37571  0.020
H: -1.90645 -3.03881 -1.36329  0.021
H: -1.47145 -0.71281 -2.66229  0.102
H: -0.42545 -2.05581 -3.44229  0.054
H: 0.14355 -0.57181 -3.31429  0.042
C: -1.05245 -1.61181 3.34671  -0.288
S: 0.63855 -1.16481 3.24671  0.783
O: 0.98655 -1.03581 4.75371  -0.605
C: 1.41055 -2.60581 2.67671  -0.324
H: -1.48345 -1.38081 2.32071  0.050
H: -1.59145 -1.25781 4.24971  0.067
H: -1.02845 -2.68281 3.67071  0.048
H: 2.57055 -2.59981 2.66671  0.087
H: 1.34455 -2.85981 1.54971  0.064
H: 0.94155 -3.48181 3.25071  0.064
C: 2.89555 2.86419 -1.40829  -0.301
S: 2.40355 1.23119 -0.80429  0.803
O: 2.99955 0.40619 -1.90429  -0.589
C: 3.64955 1.11919 0.49771  -0.238
H: 3.96755 2.91119 -1.89329  0.093
H: 2.66355 3.59319 -0.65929  0.019
H: 2.11255 3.22719 -2.19929  0.068
H: 3.73355 0.10919 0.74171  0.024
H: 3.49655 1.73119 1.37571  0.065
H: 4.58055 1.30719 0.06471  0.022

## Properties
Total charge: -1
HOMO-LUMO gap (eV): 6.40
E_LUMO (eV): 2.66
Energy above the lowest of the compared OMol25 structures with the same formula, charge and spin (kJ/mol): 0.0



[2]
Below is a molecular structure, C35H64N10O8P2S2 at a distorted geometry, with properties calculated with the ωB97M-V functional and the def2-TZVPD basis.

Last column: Löwdin charge in e.
Element x y z (Å)
C: 3.85831 -5.15407 5.37235  -0.322
P: 2.98969 -4.11908 4.09859  0.941
C: 3.63131 -4.65447 2.42114  -0.279
C: 1.19196 -4.61767 4.06563  -0.262
C: 0.22009 -3.71430 3.73857  -0.153
C: 0.69152 -2.28806 3.44835  -0.387
C: 0.94478 -1.47856 4.55549  -0.090
C: 1.39798 -0.17105 4.28777  -0.043
C: 1.52345 0.12149 2.92022  -0.066
C: 1.20886 -0.76616 1.89784  -0.126
N: 0.78665 -1.99880 2.16835  0.123
C: -1.21937 -4.06106 3.65199  -0.173
P: -2.34546 -2.71823 3.14038  0.306
O: -3.88066 -3.20531 2.91224  -0.231
O: -1.86151 -2.07647 1.73440  -0.228
S: -2.31515 -1.30093 4.47207  0.349
C: -1.60668 -5.34508 3.95174  -0.154
C: -3.06721 -5.79351 3.93512  -0.137
C: -3.58295 -6.36593 2.56453  -0.170
C: -2.49314 -6.71969 1.52266  -0.185
C: -2.11850 -5.54758 0.56674  -0.267
N: -3.31581 -4.84293 0.06555  0.016
C: -0.59825 -6.30061 4.32136  -0.321
N: -0.92146 -7.57431 4.63952  -0.202
S: 0.52344 -8.24316 4.94271  1.014
N: 1.58334 -7.02676 4.70399  -0.216
C: 0.80334 -5.98130 4.36899  -0.339
H: 3.22622 -5.23313 6.26900  0.034
H: 3.95897 -6.18377 4.97963  0.014
H: 4.87168 -4.79524 5.59148  0.030
H: 4.11947 -3.81269 1.91237  0.022
H: 2.77307 -4.93690 1.78310  0.037
H: 4.27005 -5.55092 2.48802  0.032
H: 0.81465 -1.82393 5.58210  0.121
H: 1.64099 0.54056 5.07530  0.108
H: 1.89071 1.11616 2.63610  0.083
H: 1.33237 -0.46327 0.85528  0.105
H: -4.41102 -2.51448 3.34791  0.063
H: -2.12175 -1.13531 1.76257  0.047
H: -3.12564 -6.62363 4.66200  0.102
H: -3.72904 -5.01909 4.34644  0.101
H: -4.36273 -5.71073 2.14630  0.091
H: -4.10566 -7.31195 2.79759  0.106
H: -2.92952 -7.50316 0.87466  0.109
H: -1.57972 -7.15924 1.95237  0.097
H: -1.64861 -6.01499 -0.31938  0.110
H: -1.36146 -4.86055 0.99705  0.093
H: -3.12286 -4.38418 -0.81935  0.056
H: -3.56203 -4.15772 0.77172  0.008
C: -1.40144 1.65791 -0.66103  -0.361
O: -1.66232 1.08778 0.38937  -0.014
N: -1.09742 1.04383 -1.81356  -0.167
C: -0.79317 1.78904 -3.02215  -0.067
C: -1.07149 -0.41097 -1.84983  -0.014
H: -1.39389 2.75510 -0.74116  0.113
H: -1.50990 1.51735 -3.80107  0.093
H: 0.21651 1.53675 -3.35219  0.084
H: -0.85059 2.85741 -2.84379  0.045
H: -2.05171 -0.80283 -1.57462  0.065
H: -0.33859 -0.78180 -1.13065  0.086
H: -0.81026 -0.75551 -2.84753  0.094
C: 1.58765 3.49999 -0.35040  -0.334
O: 0.98834 3.60027 -1.40762  0.000
N: 2.92599 3.46525 -0.22243  -0.185
C: 3.57378 3.34375 1.06920  -0.051
C: 3.75002 3.55195 -1.41714  -0.028
H: 1.05709 3.42633 0.61453  0.138
H: 4.21529 4.21209 1.23730  0.082
H: 4.18353 2.43834 1.08671  0.097
H: 2.83335 3.28971 1.86595  0.074
H: 3.53749 4.48970 -1.93395  0.094
H: 3.50799 2.72406 -2.08468  0.096
H: 4.80431 3.50946 -1.15028  0.061
C: -4.66378 -1.43769 -2.33838  -0.354
O: -3.90583 -2.38524 -2.42862  0.008
N: -5.10415 -0.90878 -1.17892  -0.188
C: -6.00642 0.22357 -1.13955  -0.056
C: -4.65319 -1.50014 0.06885  -0.041
H: -5.06040 -0.92146 -3.22913  0.134
H: -5.53216 1.04723 -0.60092  0.089
H: -6.92618 -0.06174 -0.62379  0.089
H: -6.25260 0.55327 -2.14764  0.082
H: -3.56701 -1.44594 0.11887  0.061
H: -4.94989 -2.55011 0.09870  0.089
H: -5.08650 -0.97285 0.91698  0.094
C: -2.69664 5.35120 -4.39068  -0.325
O: -1.88995 4.45167 -4.54613  -0.003
N: -3.10125 5.82400 -3.19827  -0.192
C: -4.06525 6.90057 -3.08238  -0.056
C: -2.55129 5.23291 -1.98868  -0.034
H: -3.17093 5.86299 -5.24477  0.137
H: -3.61195 7.73830 -2.54851  0.090
H: -4.93721 6.54929 -2.52682  0.090
H: -4.38413 7.23799 -4.06696  0.083
H: -1.46557 5.34743 -1.98589  0.094
H: -2.78607 4.16773 -1.96687  0.081
H: -2.97192 5.71728 -1.11024  0.091
C: 7.02148 4.82067 -0.10186  -0.372
O: 7.20928 3.65286 -0.38468  0.008
N: 7.56972 5.46508 0.94689  -0.200
C: 7.29782 6.86269 1.22081  -0.058
C: 8.46212 4.73188 1.82946  -0.038
H: 6.36183 5.46537 -0.70871  0.131
H: 8.23254 7.42652 1.19682  0.090
H: 6.84547 6.95806 2.21024  0.089
H: 6.61643 7.27380 0.47796  0.083
H: 9.30833 4.35070 1.25659  0.094
H: 7.92960 3.88464 2.26380  0.093
H: 8.82195 5.38277 2.62304  0.086
C: -0.73111 1.46682 -8.49507  -0.365
O: -0.53470 0.29798 -8.77039  0.005
N: -0.18724 2.11839 -7.44906  -0.195
C: -0.46571 3.51898 -7.17743  -0.053
C: 0.70716 1.39476 -6.56439  -0.046
H: -1.39437 2.10499 -9.10394  0.129
H: 0.47061 4.08285 -7.20478  0.090
H: -0.91732 3.61713 -6.18752  0.052
H: -1.14865 3.92527 -7.92257  0.083
H: 1.55647 1.01547 -7.13528  0.092
H: 0.17910 0.54588 -6.12653  0.089
H: 1.06230 2.05178 -5.77313  0.081

## Properties
Total charge: 0
HOMO-LUMO gap (eV): 6.91
E_LUMO (eV): -0.71



[3]
Below is a molecular structure, C52H48N3O3P2Pt, with properties calculated with the ωB97M-V functional and the def2-TZVPD basis.

Last column: Löwdin spin population.
Element x y z (Å)
Pt: -0.27299 -0.03139 0.14565  1.588
C: -3.07296 -1.41699 -1.07333  0.064
P: -2.37247 0.28763 -1.17648  0.165
C: -3.71485 1.34611 -0.56638  0.018
C: -3.65064 2.72076 -0.79834  0.012
C: -4.65763 3.55500 -0.34201  -0.001
C: -5.74113 3.02978 0.34921  0.014
C: -5.81046 1.66588 0.58915  0.000
C: -4.80092 0.82708 0.13824  0.017
C: -2.18459 0.72264 -2.91215  0.025
C: -2.86385 0.06101 -3.93181  0.010
C: -2.72677 0.49097 -5.24297  0.001
C: -1.92902 1.58821 -5.53570  0.005
C: -1.24294 2.24274 -4.52190  -0.001
C: -1.35578 1.80503 -3.21234  0.005
C: -2.89567 -1.87165 0.33491  0.303
C: -3.51088 -2.90731 1.13099  0.113
C: -2.88918 -2.87751 2.34593  0.125
C: -1.89722 -1.82591 2.27198  0.299
C: -0.84398 -1.35311 3.20928  0.070
P: -0.26209 0.29656 2.60734  0.192
C: 1.36908 0.62860 3.27295  0.022
C: 1.91921 1.88011 2.97549  0.013
C: 3.18868 2.19903 3.42320  -0.002
C: 3.92333 1.26998 4.15064  0.015
C: 3.38759 0.02225 4.43030  -0.001
C: 2.11062 -0.30199 3.99439  0.016
C: -1.38688 1.47172 3.39568  0.024
C: -1.00051 2.26779 4.47090  0.013
C: -1.91219 3.13908 5.04931  0.000
C: -3.20958 3.21610 4.56514  0.009
C: -3.60153 2.42030 3.49660  -0.001
C: -2.69242 1.55582 2.91018  0.009
N: -1.96603 -1.25033 1.06966  0.154
H: -2.45679 -2.05328 -1.71831  0.018
H: -4.10932 -1.47763 -1.40676  0.009
H: -2.81666 3.14508 -1.34116  0.001
H: -4.59773 4.61809 -0.53373  0.000
H: -6.53218 3.68204 0.69492  0.001
H: -6.65459 1.24761 1.12188  0.000
H: -4.88308 -0.23345 0.34034  0.004
H: -3.50426 -0.78423 -3.71364  0.001
H: -3.25196 -0.02552 -6.03520  0.000
H: -1.83417 1.92707 -6.55883  0.000
H: -0.60476 3.08575 -4.75183  0.000
H: -0.79065 2.29545 -2.42594  0.000
H: -4.29741 -3.56891 0.80551  0.002
H: -3.07398 -3.51116 3.19811  0.003
H: -0.00100 -2.04808 3.14037  0.018
H: -1.18606 -1.31116 4.24432  0.011
H: 1.35268 2.60206 2.39500  0.000
H: 3.61030 3.16926 3.19617  0.000
H: 4.91752 1.52003 4.49721  0.001
H: 3.96108 -0.70152 4.99391  0.000
H: 1.70689 -1.27905 4.22378  0.001
H: 0.00893 2.21318 4.85625  0.000
H: -1.60605 3.75781 5.88221  0.000
H: -3.91551 3.89820 5.02023  0.001
H: -4.60966 2.47979 3.10915  0.000
H: -2.99330 0.95930 2.05912  0.000
C: 4.92487 0.71230 0.60082  0.001
C: 3.83490 -0.35537 0.70333  0.001
C: 3.55645 -1.00468 -0.62709  0.009
C: 4.39682 -2.01996 -1.07101  -0.001
C: 4.18961 -2.63959 -2.29058  0.009
C: 3.13287 -2.23909 -3.09037  -0.001
C: 2.27094 -1.22629 -2.68713  0.008
C: 1.16224 -0.79100 -3.60456  0.001
C: 1.63595 0.27331 -4.59440  0.001
C: 2.49779 -0.61145 -1.45275  0.005
N: 1.58232 0.39246 -0.98295  0.113
C: 1.88469 1.64197 -1.09780  0.009
C: 1.04761 2.63432 -0.53730  0.009
C: 1.16539 4.02525 -0.46665  0.001
C: 0.07532 4.47066 0.28034  0.007
C: -0.66319 3.33302 0.63134  0.015
N: -0.08596 2.23116 0.12976  0.186
H: 5.17992 1.10534 1.58468  0.000
H: 4.60405 1.55072 -0.02113  0.000
H: 5.83035 0.30122 0.15239  0.000
H: 2.92216 0.07582 1.11378  0.000
H: 4.15368 -1.13122 1.40404  0.000
H: 5.21395 -2.33759 -0.43327  0.000
H: 4.84003 -3.44310 -2.61077  0.001
H: 2.95373 -2.72891 -4.04057  0.000
H: 0.32051 -0.41257 -3.02376  0.001
H: 0.80101 -1.66454 -4.15314  0.000
H: 1.92750 1.19018 -4.07541  0.000
H: 0.85005 0.52555 -5.30523  0.000
H: 2.50439 -0.07983 -5.15206  0.000
H: 2.80030 1.92499 -1.61390  0.003
H: 1.95561 4.61960 -0.89833  0.001
H: -0.16476 5.48727 0.54627  0.002
H: -1.57428 3.27920 1.20759  0.001
O: 0.31834 -4.13921 -2.60571  0.003
C: 1.14833 -4.57252 -1.63749  0.000
C: 1.84500 -5.75933 -1.86441  0.000
C: 2.73178 -6.23177 -0.91998  0.000
C: 2.95104 -5.53789 0.27128  0.000
C: 2.26239 -4.36725 0.49834  0.001
C: 1.34980 -3.87303 -0.43808  0.005
C: 0.66089 -2.59943 -0.17450  0.010
O: -0.18746 -2.14313 -1.01311  0.107
O: 0.92862 -1.93264 0.86866  0.126
H: -0.02487 -3.26883 -2.31388  0.001
H: 1.67715 -6.28427 -2.79518  0.000
H: 3.26765 -7.15265 -1.11191  0.000
H: 3.65423 -5.91317 1.00168  0.000
H: 2.41867 -3.79481 1.40334  0.000

## Properties
Total charge: +1
2S+1: 5
HOMO-LUMO gap (spin up / spin down) (eV): 8.18 / 5.34
E_LUMO (spin up / spin down) (eV): -1.73 / -4.92
Energy above the lowest of the compared OMol25 structures with the same formula, charge and spin (kJ/mol): 0.0
Expectation value of S²: 6.023



[4]
Below is 2 unconnected molecules or ions with the total composition C4H11N3O2 at a distorted geometry, with properties calculated with the ωB97M-V functional and the def2-TZVPD basis.

Last column: Löwdin charge in e.
Element x y z (Å)
C: -0.58608 -0.40811 0.46511  -0.078
C: -1.57079 -1.45591 2.39264  -0.597
N: -2.09669 -0.51580 3.16093  0.050
N: -1.29532 -1.48634 1.11976  -0.012
N: -1.33403 -2.75611 2.95408  0.077
H: 0.52732 0.42187 -3.31021  0.059
H: -2.44098 -0.67134 4.21620  0.085
H: -0.86101 -2.34771 0.90829  0.111
H: -1.36456 -3.67492 2.51472  0.086
H: -1.59757 -2.79411 3.91628  0.060
H: 0.44336 -0.33491 0.71682  0.064
H: -1.07694 0.56595 0.62252  0.098
H: -0.40202 -0.59119 -0.56309  0.057
C: 2.39817 1.88121 -1.34653  0.004
C: 1.61016 1.87284 -2.67815  -0.457
O: 1.37892 0.38316 -2.90012  -0.013
O: 1.27787 2.78194 -3.32018  0.159
H: 3.23492 2.45590 -1.38478  0.028
H: 2.55220 0.96375 -0.71527  0.094
H: 1.70446 2.65342 -0.80079  0.128

## Properties
Total charge: 0
HOMO-LUMO gap (eV): 9.30
E_LUMO (eV): 0.58
Structure (SMILES): [H]/N=C(\N)NC.CC(=O)O
Energy above the lowest of the compared OMol25 structures with the same formula, charge and spin (kJ/mol): 291.4



[5]
Below is 2 unconnected molecules or ions with the total composition C5H10 at a distorted geometry, with properties calculated with the ωB97M-V functional and the def2-TZVPD basis.

Last column: Löwdin charge in e.
Element x y z (Å)
C: 1.07421 -0.42337 1.34744  -0.107
C: 1.25711 -1.00638 -0.06803  -0.143
C: 0.49701 0.19586 0.06721  -0.286
C: -2.61022 -0.65080 -0.60212  0.090
C: 0.55741 1.54133 -0.43878  -0.116
H: 0.54557 -0.95421 2.17325  0.096
H: 1.72869 0.34809 1.79261  0.092
H: 2.17346 -1.06753 -0.55586  0.072
H: 0.73282 -2.00493 -0.03312  0.118
H: -2.41784 -1.36604 0.17411  -0.016
H: -2.42370 -0.85932 -1.59847  -0.047
H: -2.68777 0.41596 -0.43966  -0.016
H: 0.09574 1.52129 -1.45993  0.084
H: 1.53611 2.18358 -0.58146  0.117
H: -0.05861 2.12645 0.22282  0.061

## Properties
Total charge: 0
HOMO-LUMO gap (spin up / spin down) (eV): 9.24 / 7.90
E_LUMO (spin up / spin down) (eV): 0.53 / 0.36
Energy above the lowest of the compared OMol25 structures with the same formula, charge and spin (kJ/mol): 572.0